(1)
Computed, not measured: a 2-piece molecular cluster, C2HCl2NO3 overall in a non-equilibrium geometry, with ωB97M-V/def2-TZVPD.

Geometry as XYZ:
```
9
Properties=species:S:1:pos:R:3:forces:R:3
C 0.88506 -0.13213 0.08125 0.6 1.3 -1.6
C -0.22340 -0.90951 0.70927 -1.8 1.6 1.1
N -0.11679 1.17469 -1.31915 2.9 -2.7 3.6
O 2.05045 -0.08059 0.25817 -2.2 0.0 -0.3
O -0.62839 0.60121 -2.21028 -1.0 0.3 -1.3
O 0.07786 2.29459 -1.00364 -0.5 1.1 -0.9
Cl -1.26678 0.47176 1.51549 1.0 -0.9 -0.3
Cl 0.25352 -2.09518 1.83357 0.6 -0.6 0.7
H -1.03152 -1.32484 0.13532 0.5 0.0 -1.1
```
Positions in Å, forces in eV/Å.

The total energy is -34762.42150 eV. For the largest force on an atom, the calculation gives 5.3 eV/Å. The calculation puts the energy above the lowest of the compared OMol25 structures with the same formula, charge and spin at 266.2 kJ/mol.

Here are the Mulliken charges for atoms 1 to 4, given in e:
1 C 0.436
2 C 0.023
3 N 0.705
4 O -0.335

(2)
Computed, not measured: a 2-piece molecular cluster, C2HCl2NOS2 overall in a non-equilibrium geometry, with ωB97M-V/def2-TZVPD.

Geometry as XYZ:
```
9
Properties=species:S:1:pos:R:3:forces:R:3
C 0.60350 0.35717 1.09343 -2.3 -0.8 0.1
C 4.65632 0.36458 -0.27560 -0.3 -0.1 2.4
N -0.36793 -0.35108 1.16739 6.4 -0.9 1.1
O 1.56457 0.98221 1.07100 1.7 0.8 -0.1
S 4.78203 -1.05110 0.63388 0.0 1.4 -1.5
S 4.54701 -2.50177 -0.60619 0.0 -0.6 0.1
Cl 4.18653 0.55040 -1.83856 -0.1 -0.6 -1.3
Cl 4.66920 1.86172 0.57580 0.4 -0.1 0.3
H -1.25229 -0.23086 1.00052 -5.8 0.9 -1.2
```
Positions in Å, forces in eV/Å.

The total energy is -52341.51259 eV. For the largest force on an atom, the calculation gives 6.5 eV/Å. The calculation puts the energy above the lowest of the compared OMol25 structures with the same formula, charge and spin at 44.1 kJ/mol.

Here are the Mulliken charges for atoms 1 to 4, given in e:
1 C 0.560
2 C 0.386
3 N -0.433
4 O -0.347

(3)
Computed, not measured: one molecule with the formula C2HCl2NS in a non-equilibrium geometry, with ωB97M-V/def2-TZVPD.

Geometry as XYZ:
```
7
Properties=species:S:1:pos:R:3:forces:R:3
C -0.54454 -0.19561 -0.00405 1.7 -0.3 0.0
C -2.08575 0.21428 -0.01715 2.6 -0.4 0.0
N 0.69992 0.29869 -0.00786 -5.3 0.7 0.0
S 2.01021 -0.64430 0.00210 0.7 -0.2 0.0
Cl -0.63309 -1.95555 0.00984 0.1 -0.4 0.0
Cl -2.28392 1.85646 0.01016 0.1 0.9 0.0
H 2.83717 0.42604 0.00695 0.0 -0.3 0.0
```
Positions in Å, forces in eV/Å.

The total energy is -39455.70759 eV. For the largest force on an atom, the calculation gives 5.3 eV/Å. The calculation puts the energy above the lowest of the compared OMol25 structures with the same formula, charge and spin at 361.3 kJ/mol.

Here are the Mulliken charges for atoms 1 to 4, given in e:
1 C 0.628
2 C -0.183
3 N -0.345
4 S -0.021

(4)
Computed, not measured: a 3-piece molecular cluster, C2HCl3O3 overall in a non-equilibrium geometry, with ωB97M-V/def2-TZVPD.

Geometry as XYZ:
```
9
Properties=species:S:1:pos:R:3:forces:R:3
C 0.62907 -0.31609 -0.33847 0.2 -1.7 2.2
C 0.59570 0.05209 1.18720 -0.4 0.6 -1.1
O -0.40518 -1.25264 -0.03720 0.3 0.3 -1.4
O -0.37319 -0.95492 1.36847 0.2 0.6 0.3
O 1.28119 -0.17417 -1.29092 -0.1 0.1 -0.1
Cl -1.07080 0.84808 -2.64678 -4.2 -1.3 2.2
Cl 1.99635 -0.18861 2.17035 0.0 0.1 0.0
Cl -0.07301 1.70666 1.26646 0.1 -0.3 0.4
H -2.58015 0.27960 -1.67911 3.8 1.4 -2.4
```
Positions in Å, forces in eV/Å.

The total energy is -45794.09164 eV. For the largest force on an atom, the calculation gives 4.9 eV/Å. The calculation puts the energy above the lowest of the compared OMol25 structures with the same formula, charge and spin at 526.0 kJ/mol.

Here are the Mulliken charges for atoms 1 to 4, given in e:
1 C 0.302
2 C 0.621
3 O -0.100
4 O -0.163

(5)
Computed, not measured: a 2-piece molecular cluster, C2HCl3OS overall in a non-equilibrium geometry, with ωB97M-V/def2-TZVPD.

Geometry as XYZ:
```
8
Properties=species:S:1:pos:R:3:forces:R:3
C -0.54189 -0.86006 0.15189 4.1 -0.8 2.4
C 1.37138 -1.80522 0.16704 -2.6 0.6 -0.1
O -0.87832 -0.37468 1.14268 -0.4 0.3 -0.1
S 1.00286 -3.48363 0.69881 0.3 -0.2 -0.9
Cl 2.17510 -1.07394 1.50494 0.7 0.9 0.2
Cl 2.23098 -1.56489 -1.41391 -0.7 -0.3 1.1
Cl -1.00717 -3.39160 0.93720 -0.3 -0.4 -0.1
H -0.74622 -0.82885 -0.85128 -1.1 0.0 -2.6
```
Positions in Å, forces in eV/Å.

The total energy is -52537.39366 eV. For the largest force on an atom, the calculation gives 4.8 eV/Å. The calculation puts the energy above the lowest of the compared OMol25 structures with the same formula, charge and spin at 187.0 kJ/mol.

Here are the Mulliken charges for atoms 1 to 4, given in e:
1 C 0.054
2 C 0.082
3 O -0.274
4 S 0.095

(6)
Computed, not measured: one molecule with the formula C2HCl3OS in a non-equilibrium geometry, with ωB97M-V/def2-TZVPD.

Geometry as XYZ:
```
8
Properties=species:S:1:pos:R:3:forces:R:3
C 0.16555 0.79330 0.00954 6.9 3.8 2.3
C 1.92548 1.19347 0.17748 -7.8 -1.1 -0.4
O -2.27329 0.65932 0.50055 0.0 -0.2 0.9
S -1.17140 1.57640 0.77290 -0.2 0.2 -1.9
Cl 2.85091 -0.06461 -0.31140 1.2 -0.8 -0.4
Cl 2.53901 2.68253 0.59266 0.0 0.2 0.1
Cl -1.41839 2.89947 -0.95795 0.2 0.3 0.5
H -0.01995 -0.10861 -0.42967 -0.3 -2.4 -1.1
```
Positions in Å, forces in eV/Å.

The total energy is -52535.44570 eV. For the largest force on an atom, the calculation gives 8.2 eV/Å. The calculation puts the energy above the lowest of the compared OMol25 structures with the same formula, charge and spin at 374.9 kJ/mol.

Here are the Mulliken charges for atoms 1 to 4, given in e:
1 C -0.390
2 C 0.383
3 O -0.476
4 S 0.463

The lowest largest force on an atom belongs to which entry? number 5